Version 1
Formula: C5H14N2O
Source: the OMol25 dataset
Level of theory: ωB97M-V/def2-TZVPD

Geometry (Å):
C (0.9446, 1.7039, 2.6458)
C (0.7368, 0.5586, 1.6612)
N (1.6045, 0.7643, 0.4960)
C (-0.7056, 0.5480, 1.1760)
C (-0.9915, -0.4774, 0.1090)
C (-1.5765, -0.1681, -1.0440)
N (-1.7568, -1.1121, -2.0798)
H (0.4482, 1.6720, 3.6201)
H (0.6448, 2.6403, 2.1639)
H (2.0015, 1.7968, 2.8982)
H (1.0639, -0.4012, 2.0664)
H (2.5514, 0.9636, 0.7784)
H (1.2463, 1.4321, -0.1812)
H (-1.3053, 0.2187, 2.0462)
H (-1.0861, 1.5397, 0.9665)
H (-0.4434, -1.4181, 0.1792)
H (-1.9405, 0.8378, -1.2322)
H (-2.3052, -1.9232, -1.8466)
H (-2.0345, -0.7194, -2.9648)
O (1.2143, -1.7271, -2.5083)
H (1.8000, -1.2724, -1.8935)
H (0.3795, -1.2417, -2.4297)

Output
Spin multiplicity: 1
SMILES: C[C@H](N)C/C=C/N.O
E_LUMO: 1.0 eV
Frontier orbital gap: 9.40 eV
Total charge: 0
HOMO level: -8.4 eV



Version 2
Formula: C5H14N2O
Source: the OMol25 dataset
Level of theory: ωB97M-V/def2-TZVPD

Geometry (Å):
N (-2.3071, -0.0460, -1.0825)
C (-1.4451, 0.4775, -0.0364)
C (-1.5878, -0.1517, 1.3217)
O (-1.6611, -2.4554, 0.1702)
C (-0.0371, 0.1986, -0.6790)
N (1.1168, 0.3267, 0.2335)
C (1.7797, 1.6144, -0.0347)
C (2.0691, -0.7684, 0.0717)
H (-2.0603, -1.8716, -0.5282)
H (-1.7025, -0.2919, -1.8734)
H (-1.5944, 1.5742, -0.0103)
H (-2.6113, -0.0995, 1.6898)
H (-0.9189, 0.2751, 2.0666)
H (-1.5706, -1.5283, 0.9479)
H (-0.0468, 0.9447, -1.5325)
H (-0.1306, -0.8751, -0.7093)
H (2.6813, 1.6058, 0.5995)
H (1.1355, 2.4355, 0.3476)
H (2.0499, 1.7782, -1.1323)
H (1.4768, -1.6790, 0.1745)
H (2.7632, -0.7394, 0.9147)
H (2.6015, -0.7243, -0.9193)

Output
Spin multiplicity: 1
E_LUMO: -2.8 eV
Frontier orbital gap: 5.82 eV
Total charge: 0
HOMO level: -8.7 eV



Version 3
Formula: C5H14N2O
Source: the OMol25 dataset
Level of theory: ωB97M-V/def2-TZVPD

Geometry (Å):
C (0.6260, 0.1179, 0.2463)
C (0.1763, -1.0448, 1.6090)
C (-0.1920, 1.4421, -2.0394)
C (0.0043, -1.6916, -1.1863)
C (-1.0186, -0.5970, 2.4105)
N (0.8918, 1.8127, -1.2559)
N (-0.4371, -0.6080, -0.3120)
O (0.4649, 2.9335, -0.4416)
H (1.3040, 3.3532, -0.2198)
H (1.6598, -0.1135, 0.0090)
H (0.3749, 1.0082, 0.7985)
H (1.1183, -0.8681, 2.1327)
H (0.1430, -2.0941, 1.3350)
H (-0.7841, 0.5360, -1.4801)
H (0.1619, 0.9798, -2.9648)
H (-0.9092, 2.2404, -2.2409)
H (0.7255, -2.3614, -0.7026)
H (-0.8609, -2.2757, -1.4986)
H (0.5027, -1.2934, -2.0788)
H (-0.9709, 0.4662, 2.6477)
H (-1.9445, -0.7952, 1.8755)
H (-1.0358, -1.1473, 3.3565)

Output
Spin multiplicity: 1
E_LUMO (alpha / beta): 0.2 / 0.7 eV
Frontier orbital gap (alpha / beta): 7.15 / 8.68 eV
Total charge: 0
HOMO level (alpha / beta): -7.0 / -8.0 eV



Least stable structure: version 2



Version 1
Formula: C5H14N2O
Source: the OMol25 dataset
Level of theory: ωB97M-V/def2-TZVPD

Geometry (Å):
C (0.1115, 2.1206, -0.0044)
N (0.4525, 1.4993, 1.0833)
C (1.6420, 0.7114, 0.9906)
C (2.5985, 1.0487, 2.1443)
H (0.7118, 1.9498, -0.9240)
H (-0.6864, 2.8527, -0.0406)
H (1.4232, -0.3657, 1.0449)
H (2.2435, 0.9052, 0.0437)
H (3.4130, 0.3371, 2.0372)
H (2.9413, 2.0709, 2.0009)
H (2.0343, 0.9541, 3.1316)
C (-1.5455, -0.7674, -2.3997)
N (-1.7184, -0.7325, -0.9106)
C (-1.4197, -1.9979, -0.3014)
O (-1.2291, -1.7496, 1.0845)
H (-0.4642, -0.9298, -2.5879)
H (-1.8659, 0.1345, -2.9051)
H (-2.1338, -1.6042, -2.8393)
H (-2.6728, -0.4692, -0.6349)
H (-2.2329, -2.7592, -0.4091)
H (-0.4874, -2.4110, -0.7270)
H (-1.1156, -0.7979, 1.1232)

Output
Spin multiplicity: 1
SMILES: C=NCC.CNCO
E_LUMO: 0.9 eV
Frontier orbital gap: 10.25 eV
Total charge: 0
HOMO level: -9.3 eV



Version 2
Formula: C5H14N2O
Source: the OMol25 dataset
Level of theory: ωB97M-V/def2-TZVPD

Geometry (Å):
N (0.3548, 2.0338, -2.2016)
C (0.2141, 2.6182, -0.8165)
C (0.4013, 1.6902, 0.3473)
C (-0.5526, 0.4418, 0.2570)
C (0.1572, -0.9051, 0.5617)
N (1.3178, -1.1783, -0.2047)
C (-0.8985, -2.0475, 0.4751)
O (-1.1585, -2.5876, 1.7891)
H (1.1324, 2.4233, -2.7125)
H (0.4400, 1.0301, -2.2915)
H (0.8466, 3.5144, -0.7451)
H (-0.8432, 3.0012, -0.8916)
H (1.3985, 1.2783, 0.5650)
H (0.1051, 2.2374, 1.2491)
H (-1.5216, 0.6102, 0.7436)
H (-0.7734, 0.4377, -0.8417)
H (0.3207, -0.7972, 1.6460)
H (1.2582, -1.0453, -1.1952)
H (2.1835, -1.2361, 0.2900)
H (-0.8100, -2.8943, -0.2266)
H (-1.9531, -1.7936, 0.2612)
H (-0.3659, -3.0039, 2.1385)

Output
Spin multiplicity: 1
SMILES: NCCC[C@H](N)CO
E_LUMO: 1.0 eV
Frontier orbital gap: 9.85 eV
Total charge: 0
HOMO level: -8.9 eV



Version 3
Formula: C5H14N2O
Source: the OMol25 dataset
Level of theory: ωB97M-V/def2-TZVPD

Geometry (Å):
C (-1.8792, -0.4951, 0.8329)
C (-0.7221, -1.3194, 1.2924)
C (0.4727, -1.2506, 0.2203)
C (0.9733, 0.1301, -0.0106)
N (1.5166, 0.4375, -1.2940)
C (0.9697, 1.0685, 0.9450)
N (1.5223, 2.3484, 0.7110)
H (-2.7850, -0.8194, 1.3888)
H (-2.1227, -0.6955, -0.2059)
H (-1.8638, 0.5706, 1.0607)
H (-1.0605, -2.3432, 1.4076)
H (-0.3232, -0.9392, 2.2553)
H (1.2563, -1.9032, 0.6925)
H (0.0102, -1.7593, -0.6156)
H (2.3794, 0.9962, -1.2505)
H (1.6450, -0.4216, -1.8337)
H (0.5394, 0.8848, 1.9086)
H (1.3266, 2.6859, -0.2292)
H (1.3161, 3.0671, 1.3858)
O (-1.2484, -0.3311, -2.6503)
H (-1.4911, -0.0615, -3.5452)
H (-0.4315, 0.1500, -2.4659)

Output
Spin multiplicity: 1
SMILES: CCC/C(N)=C/N.O
E_LUMO: 0.9 eV
Frontier orbital gap: 8.24 eV
Total charge: 0
HOMO level: -7.3 eV



Version 4
Formula: C5H14N2O
Source: the OMol25 dataset
Level of theory: ωB97M-V/def2-TZVPD

Geometry (Å):
C (-0.6415, -0.6836, 2.9268)
N (0.5739, -1.3394, 2.2234)
C (1.0678, -0.4505, 1.1769)
C (1.6411, -0.6619, -0.0575)
C (2.1366, 0.4382, -0.8935)
C (1.0075, 0.9774, -1.7486)
N (-0.3978, 1.0749, -1.4748)
H (-0.0116, 0.1398, 3.3766)
H (-1.4120, -0.3792, 2.2886)
H (-1.1728, -1.5701, 3.6027)
H (0.3797, -2.2593, 1.8994)
H (1.1971, 0.5942, 1.5155)
H (1.7205, -1.6534, -0.5823)
H (3.1372, 0.2744, -1.5173)
H (2.3009, 1.3232, -0.1391)
H (1.3727, 1.8774, -2.2461)
H (0.8927, 0.0904, -2.5433)
H (-0.5388, 1.9007, -0.7823)
H (-0.7364, 0.1913, -1.0936)
O (-3.8642, 0.0827, -2.1496)
H (-4.7320, 0.6684, -2.2166)
H (-3.9206, -0.6355, -1.5653)

Output
Spin multiplicity: 1
SMILES: CN/C=C/CCN.O
E_LUMO: 0.7 eV
Frontier orbital gap: 8.80 eV
Total charge: 0
HOMO level: -8.1 eV



Least stable structure: version 4



Version 1
Formula: C5H14N2O
Source: the OMol25 dataset
Level of theory: ωB97M-V/def2-TZVPD

Geometry (Å):
C (-0.5682, 1.0201, -2.3521)
N (-0.3030, -0.1021, -1.4505)
C (-0.1133, -1.3386, -2.1781)
C (0.8327, 0.2020, -0.5520)
C (0.3799, 0.5186, 0.8819)
N (1.5549, 0.4933, 1.7608)
C (-0.7193, -0.4349, 1.3562)
O (-1.0896, -0.2373, 2.7206)
H (-1.0068, 1.8178, -1.7412)
H (0.3576, 1.4030, -2.7889)
H (-1.3223, 0.7731, -3.0945)
H (-1.0908, -1.6997, -2.5290)
H (0.5256, -1.2864, -3.0714)
H (0.2099, -2.1424, -1.5162)
H (1.3897, 1.0429, -0.9734)
H (1.5220, -0.6431, -0.5359)
H (0.0361, 1.5559, 0.9526)
H (1.2714, 0.3249, 2.7239)
H (2.1495, -0.3042, 1.5462)
H (-1.6058, -0.3665, 0.7348)
H (-0.3113, -1.4503, 1.3343)
H (-1.1048, 0.6810, 2.9345)

Output
Spin multiplicity: 1
SMILES: CN(C)C[C@H](N)CO
E_LUMO: 0.9 eV
Frontier orbital gap: 9.61 eV
Total charge: 0
HOMO level: -8.7 eV



Version 2
Formula: C5H14N2O
Source: the OMol25 dataset
Level of theory: ωB97M-V/def2-TZVPD

Geometry (Å):
C (-2.2015, 0.9383, -0.2746)
C (-1.0660, 0.3501, 0.5813)
C (-1.0626, -1.1751, 0.4469)
C (-1.1828, 0.7927, 2.0352)
N (0.1351, 0.8415, -0.0914)
O (0.8166, 1.6598, 0.4953)
H (-2.0548, 0.6802, -1.3202)
H (-2.2268, 2.0218, -0.1810)
H (-3.1521, 0.5331, 0.0622)
H (-0.9331, -1.4646, -0.5921)
H (-0.2534, -1.6091, 1.0291)
H (-2.0064, -1.5739, 0.8103)
H (-0.3550, 0.3910, 2.6170)
H (-2.1176, 0.4401, 2.4617)
H (-1.1497, 1.8785, 2.1037)
C (2.9944, -0.5695, -1.9259)
N (2.1895, -1.1444, -0.8625)
H (2.4473, -0.6635, -2.8632)
H (3.2441, 0.4889, -1.7742)
H (3.9232, -1.1340, -2.0086)
H (1.3240, -0.6120, -0.7686)
H (2.6878, -1.0698, 0.0197)

Output
Spin multiplicity: 1
SMILES: CC(C)(C)N=O.CN
E_LUMO: -0.1 eV
Frontier orbital gap: 8.75 eV
Total charge: 0
HOMO level: -8.8 eV



Version 3
Formula: C5H14N2O
Source: the OMol25 dataset
Level of theory: ωB97M-V/def2-TZVPD

Geometry (Å):
C (0.4502, -0.4507, 1.1290)
C (-2.0090, -1.7479, -1.1680)
C (1.7332, -1.1692, 0.8469)
N (-0.6024, -1.5440, -1.3390)
H (-0.4410, -1.3110, -2.3209)
H (-0.4141, -1.1021, 1.1471)
H (0.4826, 0.2704, 1.9415)
H (-2.2161, -2.2337, -0.2085)
H (-2.5456, -0.7646, -1.1107)
H (-2.4861, -2.3217, -1.9773)
H (1.9597, -1.8199, 1.7005)
H (1.6157, -1.7815, -0.0454)
H (2.5671, -0.4742, 0.7368)
N (0.1574, 2.8797, 1.2457)
C (-0.0938, 0.9554, -0.0901)
C (0.9762, 1.1993, -0.8939)
O (-0.7448, 1.9564, 0.6028)
H (-0.2230, 2.9832, 2.1822)
H (0.0220, 3.7658, 0.7628)
H (-0.8711, 0.1417, -0.6301)
H (1.3514, 0.3628, -1.4573)
H (1.3313, 2.2057, -1.0541)

Output
Spin multiplicity: 1
E_LUMO (alpha / beta): 0.6 / -0.6 eV
Frontier orbital gap (alpha / beta): 9.42 / 5.98 eV
Total charge: 0
HOMO level (alpha / beta): -8.8 / -6.6 eV



Version 4
Formula: C5H14N2O
Source: the OMol25 dataset
Level of theory: ωB97M-V/def2-TZVPD

Geometry (Å):
C (0.2565, -1.1535, 2.0742)
C (-0.4403, -0.0177, 1.9340)
C (-0.4130, 0.8433, 0.6323)
C (0.8185, 0.6475, -0.2554)
N (1.8728, 1.6172, 0.1077)
C (0.4706, 0.8158, -1.6942)
N (-0.3981, -0.2273, -2.2939)
H (1.1020, -1.6191, 1.6069)
H (0.2006, -1.8094, 2.9761)
H (-1.2284, 0.0360, 2.6744)
H (-1.2900, 0.5287, 0.0147)
H (-0.4432, 1.8960, 0.9012)
H (1.1358, -0.4155, -0.0157)
H (2.6820, 1.2727, 0.5789)
H (1.4801, 2.5312, 0.2196)
H (1.2906, 1.1433, -2.3469)
H (-0.2993, 1.6420, -1.8334)
H (-1.1077, -0.6154, -1.6658)
H (0.2171, -0.9575, -2.6374)
O (-2.0603, -1.7676, -0.6066)
H (-2.0739, -2.7320, -0.6849)
H (-1.7725, -1.6588, 0.3142)

Output
Spin multiplicity: 1
SMILES: C=CC[C@H](N)CN.O
E_LUMO: 0.7 eV
Frontier orbital gap: 9.01 eV
Total charge: 0
HOMO level: -8.3 eV



Least stable structure: version 3



Version 1
Formula: C5H14N2O
Source: the OMol25 dataset
Level of theory: ωB97M-V/def2-TZVPD

Geometry (Å):
C (1.8880, -0.9782, 1.2811)
N (0.4569, -1.1682, 1.3069)
C (-0.3032, -0.3390, 0.3642)
C (-0.0058, -0.8414, -1.1269)
N (-1.3462, -1.4567, -1.5222)
C (-0.0961, 1.2219, 0.3662)
C (-1.4648, 1.8507, -0.1000)
O (0.8029, 1.5299, -0.6925)
H (2.3846, -1.1092, 2.3006)
H (2.3502, -1.5442, 0.3976)
H (2.3446, 0.0764, 0.9496)
H (0.2145, -1.0657, 2.2752)
H (-1.4702, -0.5053, 0.5617)
H (0.7442, -1.6449, -0.9568)
H (0.1608, 0.0015, -1.7981)
H (-1.4525, -2.2348, -0.9713)
H (-1.3973, -1.7442, -2.4973)
H (0.3978, 1.5057, 1.2356)
H (-2.1442, 1.4575, 0.6015)
H (-1.6847, 1.6278, -1.1652)
H (-1.5174, 2.9483, -0.1892)
H (1.1380, 2.4122, -0.6205)

Output
Spin multiplicity: 1
SMILES: CN[C@H](CN)[C@H](C)O
E_LUMO: 0.8 eV
Frontier orbital gap: 9.30 eV
Total charge: 0
HOMO level: -8.5 eV



Version 2
Formula: C5H14N2O
Source: the OMol25 dataset
Level of theory: ωB97M-V/def2-TZVPD

Geometry (Å):
C (-0.7383, 1.2998, 0.8212)
N (-1.6808, 0.6747, -0.0429)
C (0.6143, 0.4739, 0.9309)
C (0.4615, -1.0256, 1.4044)
C (-0.2357, -2.0290, 0.5058)
N (1.3072, 1.2227, 1.8507)
C (0.7134, -0.1124, -2.7362)
O (-0.4399, -0.3559, -2.0614)
H (-0.5692, 2.3546, 0.5831)
H (-1.0866, 1.3272, 1.8551)
H (-2.2352, 1.3774, -0.5191)
H (-1.1325, 0.2111, -0.8355)
H (1.1155, 0.5183, -0.0368)
H (-0.0694, -0.9629, 2.3372)
H (1.4829, -1.3107, 1.6195)
H (-1.1785, -1.6775, 0.1168)
H (0.3747, -2.3963, -0.3146)
H (-0.4582, -2.8895, 1.1334)
H (2.2157, 1.4944, 1.4669)
H (0.5924, 0.6446, -3.5351)
H (1.0378, -1.0034, -3.3048)
H (1.5415, 0.2358, -2.0939)

Output
Spin multiplicity: 1
E_LUMO: -3.8 eV
Frontier orbital gap: 3.96 eV
Total charge: 0
HOMO level: -7.7 eV



Version 3
Formula: C5H14N2O
Source: the OMol25 dataset
Level of theory: ωB97M-V/def2-TZVPD

Geometry (Å):
C (0.2954, -0.2658, -0.1460)
C (1.6999, 0.7383, -0.8001)
C (-3.0168, 0.5248, 0.2442)
C (0.3968, -1.7139, -0.5999)
C (0.2445, -0.1354, 1.3636)
N (-0.6546, 0.5257, -0.7727)
N (2.7846, 0.9547, 0.0633)
O (-2.1242, -0.2916, -0.4369)
H (-0.6761, 0.3382, -1.7750)
H (3.1807, 0.0992, 0.4312)
H (2.5782, 1.6052, 0.8109)
H (2.0176, 0.1072, -1.6295)
H (1.3651, 1.6892, -1.2071)
H (-3.1454, 0.2999, 1.3144)
H (-2.7855, 1.6043, 0.2579)
H (-4.0285, 0.4797, -0.1806)
H (-0.5408, -2.2152, -0.3634)
H (1.2323, -2.2188, -0.1152)
H (0.5223, -1.7702, -1.6814)
H (1.1071, -0.6110, 1.8311)
H (0.1829, 0.9120, 1.6510)
H (-0.6354, -0.6562, 1.7400)

Output
Spin multiplicity: 1
E_LUMO: 0.9 eV
Frontier orbital gap: 9.35 eV
Total charge: 0
HOMO level: -8.5 eV



Least stable structure: version 2